Entry 1:
The following is a DFT calculation (ωB97M-V/def2-TZVPD) of a structure of composition C26H43Cl5KO7SSi.

Calculated values
Charge: -1
LUMO energy, eV: 2.022
Energy, eV: -139632.4536

Geometry (Å):
K: -0.5934 -0.5377 -0.8815
C: -0.3325 2.6014 -1.8999
C: -1.6263 2.5845 -2.6884
O: -2.4324 1.5108 -2.2246
C: -3.1454 0.7802 -3.2021
C: -2.3975 -0.4867 -3.5430
O: -1.1443 -0.0620 -4.0876
C: 0.1179 -0.5533 -4.0801
C: 1.3600 -1.0988 -2.8881
O: 2.4799 -0.3055 -3.1082
C: 2.4000 0.9076 -3.8394
C: 1.4315 1.9930 -3.3243
O: 0.5513 1.5694 -2.3039
H: -0.5611 2.4389 -0.8419
H: 0.1574 3.5780 -1.9994
H: -1.4168 2.4764 -3.7556
H: -2.1593 3.5296 -2.5237
H: -3.3099 1.3799 -4.1032
H: -4.1197 0.5226 -2.7785
H: -2.9269 -1.0983 -4.2784
H: -2.2541 -1.0769 -2.6490
H: 1.7656 -1.5335 -5.1457
H: 0.2698 -2.7520 -5.4500
H: 1.5103 -1.5887 -1.9167
H: 1.7582 -3.3015 -4.2566
H: 2.1469 0.6981 -4.8742
H: 3.4159 1.3037 -3.7788
H: 0.8551 2.3423 -4.1900
H: 2.0085 2.8446 -2.9354
C: 2.1176 3.0443 1.0635
C: 2.2522 1.5363 1.2540
C: 2.9472 1.2246 2.5778
C: 3.0352 0.9271 0.0986
O: 0.9471 0.9498 1.1962
Si: -0.2211 0.8007 2.3814
S: -2.0421 0.5565 1.5031
O: 0.2782 -0.4157 3.4051
C: 0.3228 -1.8276 3.2415
C: 0.9157 -2.1839 1.8802
C: 1.2340 -2.3442 4.3503
C: -1.0759 -2.4178 3.3919
O: -0.0196 2.1407 3.3348
C: -0.8753 2.6766 4.3416
C: 0.0315 3.4806 5.2675
C: -1.9031 3.5877 3.6771
C: -1.5707 1.5674 5.1270
H: 3.1013 3.5205 1.0708
H: 1.5075 3.4679 1.8608
H: 1.6381 3.2518 0.1047
H: 3.9575 1.6410 2.5698
H: 3.0175 0.1460 2.7255
H: 2.3951 1.6492 3.4156
H: 4.0332 1.3664 0.0309
H: 2.5095 1.0920 -0.8412
H: 3.1444 -0.1507 0.2401
H: 1.8929 -1.7124 1.7684
H: 0.2615 -1.7992 1.0987
H: 1.0134 -3.2626 1.7494
H: 2.2346 -1.9212 4.2427
H: 1.3053 -3.4337 4.3193
H: 0.8370 -2.0442 5.3213
H: -1.7460 -1.9953 2.6433
H: -1.4746 -2.1741 4.3788
H: -1.0459 -3.5050 3.2835
H: 0.5701 4.2376 4.6943
H: 0.7614 2.8210 5.7404
H: -0.5510 3.9780 6.0462
H: -1.3932 4.3837 3.1300
H: -2.5573 4.0406 4.4266
H: -2.5036 3.0119 2.9728
H: -0.8313 0.8803 5.5403
H: -2.2406 1.0028 4.4763
H: -2.1541 1.9992 5.9439
Cl: 0.8442 -2.2280 -4.2901
C: -0.2023 -2.9933 -3.0265
C: -1.0223 -4.0383 -3.3284
C: -1.8488 -4.5558 -2.2293
Cl: -1.7554 -3.9760 -0.6191
C: -2.6272 -5.5712 -2.6598
Cl: -3.7431 -6.5015 -1.7510
C: -2.3327 -5.7828 -4.0607
Cl: -3.0660 -6.9993 -5.0193
C: -1.3872 -4.8977 -4.4595
Cl: -0.7245 -4.9170 -6.0533



Entry 2:
The following is a DFT calculation (ωB97M-V/def2-TZVPD) of a structure of composition C26H43CuN3S2.

Calculated values
Charge: +2
2S+1: 2
LUMO energy (alpha / beta), eV: -5.644 / -8.588
Energy, eV: -98426.2940

Geometry (Å):
Cu: 1.1869 -1.3428 -1.0615
S: 2.1727 0.0692 -2.9379
S: 0.8504 -3.5970 0.2327
C: 0.8501 1.0021 -3.7246
C: 2.3410 -1.1335 -4.2701
C: 1.3592 -2.2698 -4.0897
N: 1.4961 -2.7916 -2.7106
C: 0.7349 -4.0359 -2.5131
C: 1.1234 -4.6762 -1.1927
H: 3.3608 -1.5151 -4.2376
H: 2.1680 -0.6172 -5.2115
H: 1.5753 -3.0833 -4.8021
H: 0.3183 -1.9474 -4.2309
H: 0.9540 -4.7273 -3.3470
H: -0.3345 -3.7753 -2.5454
H: 2.1833 -4.9476 -1.2005
H: 0.5181 -5.5687 -1.0333
C: -0.8555 -4.0886 0.5427
H: 2.4899 -2.9847 -2.5539
H: -1.4150 -4.1930 -0.3954
H: -1.3217 -3.3302 1.1799
H: -0.8132 -5.0491 1.0746
H: 0.3667 1.5734 -2.9299
H: 0.1350 0.3354 -4.2229
H: 1.3334 1.6690 -4.4507
C: 3.1944 -1.7263 -0.5092
C: 2.6500 -0.8742 0.4418
H: 3.8912 -1.3137 -1.2420
H: 3.3152 -2.7917 -0.3046
H: 3.0126 0.1553 0.5005
H: 2.1539 -1.2534 1.3376
C: 3.6823 3.1612 2.8186
C: 2.1955 3.5319 2.7019
C: 1.4658 3.1152 3.9825
C: 2.0292 5.0449 2.5066
C: 1.6413 2.8345 1.4699
C: 2.2296 3.1474 0.2358
C: 1.8322 2.4552 -0.9074
N: 0.8621 1.5467 -0.8755
C: 0.2697 1.2317 0.2850
C: 0.6171 1.8820 1.4916
C: -0.8139 0.2301 0.2359
C: -1.9720 0.3766 1.0090
C: -3.1757 -0.2188 0.5976
C: -3.0690 -1.1347 -0.4650
C: -1.8174 -1.4065 -1.0449
N: -0.6983 -0.7546 -0.6869
C: -4.5494 0.1520 1.1880
C: -5.4612 0.6936 0.0758
C: -5.2405 -1.0671 1.8187
C: -4.4067 1.2467 2.2578
H: 4.1315 3.6723 3.6774
H: 4.2339 3.4456 1.9114
H: 3.7953 2.0746 2.9563
H: 1.9073 3.6295 4.8455
H: 0.4010 3.3818 3.9439
H: 1.5488 2.0360 4.1658
H: 2.5108 5.3771 1.5802
H: 0.9623 5.2954 2.4384
H: 2.4701 5.5966 3.3424
H: 3.0077 3.9053 0.1199
H: 2.3555 2.6180 -1.8500
H: 0.1069 1.5702 2.4074
H: -1.8918 1.0087 1.8979
H: -3.9359 -1.6633 -0.8468
H: -1.7145 -2.1696 -1.8163
H: -5.6661 -0.0732 -0.6793
H: -6.4208 1.0167 0.4996
H: -4.9980 1.5564 -0.4194
H: -4.6290 -1.5023 2.6189
H: -6.2022 -0.7622 2.2539
H: -5.4434 -1.8419 1.0709
H: -3.8052 0.9059 3.1095
H: -3.9460 2.1504 1.8388
H: -5.3936 1.5335 2.6459



Entry 3:
The following is a DFT calculation (ωB97M-V/def2-TZVPD) of a cluster of 6 separate species, C26H43FO19P in total.

Calculated values
Charge: -1
LUMO energy, eV: 1.318
Energy, eV: -78569.3277

Geometry (Å):
C: 4.7236 -2.4368 -2.3732
C: 3.9079 -2.8801 -3.5782
O: 2.5152 -2.7008 -3.4576
C: 2.0630 -1.3886 -3.1606
C: 2.7043 -0.2769 -4.0184
C: 2.7544 1.0406 -3.3165
O: 1.8346 1.6669 -2.8938
F: 4.0136 1.5408 -3.1981
C: 0.5457 -1.4358 -3.5360
O: -0.0107 -2.3706 -2.6765
P: 0.6905 -2.0515 -1.0649
O: 2.0194 -1.0931 -1.8208
H: 5.7775 -2.5371 -2.6458
H: 4.5626 -1.4025 -2.0958
H: 4.5604 -3.1112 -1.5410
H: 4.0537 -3.9523 -3.6898
H: 4.3207 -2.4255 -4.4864
H: 2.0681 -0.1072 -4.8850
H: 3.6928 -0.5209 -4.3959
H: 0.1752 -0.4351 -3.2886
H: 0.4373 -1.6833 -4.5934
H: -0.3246 -2.8954 -0.4354
H: -0.1983 -0.9367 -1.0001
H: 1.2884 -1.7817 0.2269
H: 1.4962 -3.2618 -1.0797
C: 0.1985 3.6669 1.4880
C: -0.9557 2.7191 1.2657
C: -1.7458 2.3825 2.5108
O: -2.2255 1.0645 2.2312
C: -1.3361 0.4823 1.3625
O: -1.3080 -0.6656 1.0933
O: -0.4942 1.4215 0.8642
H: 0.6258 3.9686 0.5312
H: -0.1208 4.5674 2.0245
H: 0.9930 3.1749 2.0514
H: -1.6120 3.1005 0.4775
H: -2.5786 3.0608 2.6853
H: -1.1191 2.3471 3.4038
C: -0.8409 -7.1778 -3.8369
C: 0.4446 -7.1209 -3.0480
C: 0.9686 -5.7227 -2.8222
O: 2.3917 -5.9489 -2.7534
C: 2.6683 -7.0459 -3.4721
O: 3.7618 -7.3810 -3.8108
O: 1.5341 -7.7237 -3.7829
H: -1.2473 -8.1900 -3.8457
H: -1.5847 -6.5098 -3.4038
H: -0.6664 -6.8905 -4.8744
H: 0.3380 -7.6615 -2.1037
H: 0.6065 -5.2622 -1.9068
H: 0.7626 -5.0441 -3.6522
C: 0.0407 6.0609 8.0757
C: -0.8504 5.8125 6.8842
C: -0.8758 4.3764 6.4120
O: -1.1273 4.5240 5.0078
C: -0.6427 5.7309 4.6293
O: -0.4941 6.0695 3.5001
O: -0.3512 6.4887 5.7087
H: -0.0982 7.0713 8.4550
H: -0.1873 5.3606 8.8795
H: 1.0894 5.9555 7.7943
H: -1.8620 6.1770 7.0750
H: -1.6611 3.7860 6.8776
H: 0.0828 3.8686 6.5440
C: 3.0154 -6.8804 -8.2722
C: 1.9289 -5.8721 -8.5591
C: 1.3949 -5.1709 -7.3327
O: 0.0382 -4.8882 -7.7057
C: -0.3369 -5.8200 -8.6131
O: -1.4532 -6.0095 -8.9691
O: 0.7407 -6.5124 -9.0615
H: 3.4589 -7.2443 -9.1992
H: 3.8033 -6.4365 -7.6638
H: 2.6053 -7.7429 -7.7475
H: 2.2630 -5.1507 -9.3098
H: 1.9269 -4.2520 -7.0999
H: 1.3889 -5.8149 -6.4494
C: -7.0391 8.0328 8.9820
C: -5.6905 8.1661 8.3176
C: -5.1509 6.8805 7.7308
O: -3.7324 7.0647 7.8444
C: -3.5128 7.9060 8.8895
O: -2.4543 8.0915 9.3897
O: -4.6677 8.4917 9.2782
H: -7.4342 9.0112 9.2525
H: -7.7513 7.5473 8.3148
H: -6.9553 7.4522 9.9007
H: -5.7095 8.9605 7.5677
H: -5.4325 6.7343 6.6912
H: -5.4363 5.9985 8.3091



Entry 4:
The following is a DFT calculation (ωB97M-V/def2-TZVPD) of a structure of composition C26H43N3S2Y.

Calculated values
Charge: +3
LUMO energy, eV: -9.394
Energy, eV: -54821.9123

Geometry (Å):
Y: -0.6311 -0.2075 -1.9476
S: -1.3615 -2.7206 -2.7754
S: -1.2479 2.5503 -2.5127
C: 0.3444 -3.4047 -2.5897
C: -1.4214 -2.4488 -4.5685
C: -0.6888 -1.1938 -5.0356
N: -1.1841 -0.0012 -4.2887
C: -0.7380 1.2628 -4.9334
C: -1.4794 2.4436 -4.3269
H: -2.4925 -2.3909 -4.8085
H: -1.0027 -3.3448 -5.0359
H: -0.8634 -1.0519 -6.1186
H: 0.4000 -1.2698 -4.8720
H: -0.9388 1.2198 -6.0170
H: 0.3498 1.3527 -4.7919
H: -2.5619 2.3689 -4.5000
H: -1.1264 3.3804 -4.7677
C: 0.2149 3.6505 -2.4782
H: -2.2153 -0.0200 -4.3470
H: 0.9670 3.3152 -3.1984
H: 0.6260 3.6152 -1.4674
H: -0.1019 4.6721 -2.7112
H: 0.7280 -3.1712 -1.5930
H: 1.0171 -3.0129 -3.3584
H: 0.2439 -4.4904 -2.6941
C: -3.7014 0.1805 -1.5522
C: -3.2329 0.2903 -0.2998
H: -3.9469 -0.7960 -1.9976
H: -3.8669 1.0521 -2.2039
H: -3.2215 -0.5593 0.3852
H: -2.8029 1.2156 0.1036
C: -1.8246 -2.9531 4.8485
C: -2.2854 -1.7908 3.9575
C: -3.7670 -1.9924 3.6074
C: -2.1462 -0.4717 4.7296
C: -1.4595 -1.7814 2.6670
C: -1.6235 -2.8445 1.7650
C: -1.1474 -2.7062 0.4675
N: -0.5173 -1.5903 0.0398
C: -0.0854 -0.6918 0.9964
C: -0.5907 -0.7538 2.3111
C: 0.9673 0.2718 0.5954
C: 1.8680 0.8153 1.5105
C: 2.9806 1.5260 1.0439
C: 3.1045 1.7800 -0.3318
C: 2.1498 1.2817 -1.2041
N: 1.1276 0.5074 -0.7503
C: 4.1005 1.9775 1.9764
C: 5.4187 1.3386 1.5264
C: 4.2384 3.4997 1.8986
C: 3.8325 1.5766 3.4302
H: -2.4285 -2.9928 5.7627
H: -0.7749 -2.8193 5.1370
H: -1.9192 -3.9153 4.3313
H: -4.3790 -1.9702 4.5162
H: -4.1122 -1.1878 2.9461
H: -3.9385 -2.9487 3.1034
H: -1.1104 -0.3193 5.0580
H: -2.4626 0.3728 4.1035
H: -2.7899 -0.5017 5.6211
H: -2.1691 -3.7437 2.0354
H: -1.2782 -3.5095 -0.2578
H: -0.3278 0.0594 2.9954
H: 1.7264 0.5882 2.5742
H: 3.9522 2.3336 -0.7374
H: 2.1892 1.4424 -2.2816
H: 5.6950 1.6525 0.5145
H: 6.2209 1.6335 2.2104
H: 5.3415 0.2457 1.5394
H: 3.3029 3.9856 2.1970
H: 5.0297 3.8301 2.5790
H: 4.4919 3.8303 0.8862
H: 2.9156 2.0482 3.8042
H: 3.7499 0.4873 3.5276
H: 4.6708 1.9135 4.0518



Entry 5:
The following is a DFT calculation (ωB97M-V/def2-TZVPD) of a structure of composition C26H44AlBeBr2Cl2F8IMg2N3O9.

Calculated values
Charge: +1
LUMO energy, eV: -8.222
Energy, eV: -263397.2103

Geometry (Å):
C: 0.3057 5.1147 1.1382
C: 0.7994 5.1204 0.0370
C: 1.2729 4.6414 -1.2988
C: 2.6503 5.2359 -1.5009
N: 3.6842 5.7238 -1.5896
C: 0.3330 5.3211 -2.3260
C: 0.6406 5.1085 -3.8281
C: -0.5832 4.4707 -4.5496
O: -0.1803 3.3544 -5.3794
C: 1.3506 3.0881 -1.4045
C: 2.4648 2.6583 -2.3290
N: 3.3055 2.3624 -3.0520
C: 1.7790 2.4740 -0.0177
C: 2.3067 1.0012 -0.0975
C: 3.8612 0.8556 0.0021
I: 4.3341 -0.2640 1.7907
C: 0.0331 2.5245 -1.9486
C: -1.1392 3.0703 -1.0977
O: -1.7825 2.0897 -0.3529
C: -1.3152 2.0451 1.0130
C: -2.4148 1.8953 2.0645
H: -0.2918 5.4602 1.9771
H: 0.4154 6.4054 -2.1417
H: -0.7304 5.0859 -2.1724
H: 0.7409 6.1086 -4.2779
H: 1.5749 4.5804 -4.0568
H: -1.1128 5.2293 -5.1563
H: -1.3202 4.0413 -3.8194
H: -0.6110 2.5680 -5.0427
H: 0.9857 2.5454 0.7254
H: 2.6392 3.0714 0.3256
H: 1.9220 0.5159 0.8192
H: 1.8899 0.4451 -0.9690
H: 4.3911 1.8134 -0.0112
H: 4.2159 0.2887 -0.8706
H: -0.0348 2.6706 -3.0342
H: 0.0298 1.4294 -1.8218
H: -0.8597 3.9781 -0.4709
H: -1.9219 3.4499 -1.8489
H: -0.6694 1.1548 1.0942
H: -0.6946 2.9094 1.2918
H: -2.6374 0.8461 2.2699
H: -1.9741 2.2956 2.9921
H: -3.3055 2.5133 1.8705
Mg: -2.7832 4.5217 -1.0192
Cl: -1.7003 7.1746 -5.3432
F: -1.3836 0.0719 4.3225
Al: -2.3179 -0.4764 5.6904
F: -1.7386 -2.0083 6.2067
F: -3.9700 -0.6173 5.2081
F: -2.1840 0.6627 6.9693
C: -8.9979 0.3720 2.3161
C: -8.6156 -1.0543 2.6797
O: -7.7004 -1.6665 1.7608
C: -6.3270 -1.4398 1.8812
O: -5.8603 -1.6474 3.0617
C: -5.8782 -0.0194 1.3151
F: -6.5791 0.2765 0.2222
F: -4.5958 -0.0667 0.9565
F: -6.0262 0.9799 2.1678
H: -9.1274 0.4828 1.2393
H: -9.9285 0.6420 2.8150
H: -8.2456 1.0860 2.6412
H: -9.5179 -1.6624 2.6136
H: -8.2723 -1.1343 3.7129
H: -5.9313 -2.1210 1.0801
Be: 2.0790 -1.4694 -0.4984
C: 5.4053 -2.5660 -2.9053
C: 5.3764 -2.4438 -1.3846
C: 6.3940 -3.3308 -0.6556
O: 6.0346 -4.6949 -0.5964
C: 6.3096 -5.4478 -1.7740
N: 4.0134 -2.7256 -0.9009
H: 4.9224 -3.4763 -3.2584
H: 4.8760 -1.7285 -3.3638
H: 6.4290 -2.5546 -3.2783
H: 5.6205 -1.4046 -1.1442
H: 6.4471 -2.9990 0.3856
H: 7.3977 -3.2069 -1.0751
H: 7.2243 -5.1116 -2.2672
H: 5.4669 -5.4026 -2.4666
H: 6.4368 -6.4881 -1.4792
H: 3.9811 -2.5385 0.1019
H: 3.8651 -3.7348 -0.9601
Br: 1.8003 -5.7661 -1.3865
C: 2.0737 -5.9110 0.5411
C: 2.0960 -7.3483 0.9833
Br: 0.2868 -8.0595 1.0210
H: 1.2873 -5.3305 1.0172
H: 3.0397 -5.4401 0.7355
H: 2.4663 -7.4371 2.0029
H: 2.6847 -7.9888 0.3311
O: -1.8239 -2.8469 3.5036
Cl: -1.5899 -4.1848 3.0012
O: -2.1884 -5.1246 3.9033
O: -0.1849 -4.4273 2.8699
O: -2.2316 -4.2765 1.7067
Mg: -1.6706 6.0592 1.0098
F: -0.9908 -10.2483 0.8374



What is the formula in the fifth record?
C26H44AlBeBr2Cl2F8IMg2N3O9



Which of these has the lowest energy?
C26H44AlBeBr2Cl2F8IMg2N3O9



Number 3 is which compound?
C26H43FO19P